Entry 1:
Computed, not measured: a molecular structure, C7H14N4 at a distorted geometry, with ωB97M-V/def2-TZVPD.

Energy above the lowest of the compared OMol25 structures with the same formula, charge and spin   110.5 kcal/mol
Kohn-Sham gap   7.860 eV
Total energy   -13424.6560 eV
Charge   +2
E_HOMO   -0.645 hartree

Cartesian coordinates (Å):
C 0.0707 -4.1375 -2.4972
C 1.3116 -3.5759 -2.2748
C -0.8598 -3.3334 -1.8358
C -0.4958 -1.2579 -0.5008
C 0.4306 3.2230 1.7148
C -0.4073 2.0919 1.1102
C 0.5067 1.2635 0.0989
N 1.1741 -2.5469 -1.3304
N -0.1464 -2.3260 -1.2362
N 0.8320 -0.0958 0.1911
N -1.6233 -0.7343 -0.1710
H -0.1171 -4.9990 -3.0060
H 2.3290 -3.9957 -2.4516
H -1.8825 -3.4469 -1.9057
H -0.3146 3.9691 1.9701
H 0.9580 2.8491 2.6514
H 1.2123 3.8810 1.2209
H -1.2744 2.5535 0.5102
H -0.6940 1.5427 1.9297
H 0.3351 1.4934 -0.9134
H 1.5392 1.5413 0.4362
H 1.7504 -1.6555 -1.1361
H 0.6794 -0.4759 1.1702
H -2.5330 -0.9958 -0.5185
H -1.6580 0.0315 0.5517


Entry 2:
Computed, not measured: 2 unconnected molecules or ions with the total composition C12H16N3O2P at a distorted geometry, with ωB97M-V/def2-TZVPD.

Kohn-Sham gap   6.983 eV
Total energy   -30546.4696 eV
Charge   0
E_HOMO   -0.294 hartree

Cartesian coordinates (Å):
C -5.4798 -1.0099 -2.1210
P -5.7916 0.6386 -1.1928
O -6.9283 0.2229 0.0950
C -4.1671 1.1590 -0.3083
C -4.1922 2.0401 1.1012
C -2.7531 2.4549 1.8282
C -1.2626 2.0475 1.1989
N -0.0446 2.5223 1.9397
C 1.2014 2.0481 1.2463
C 1.2318 1.1904 -0.1352
N 0.0102 0.7234 -0.8749
C -1.2394 1.1757 -0.1736
C -2.6864 0.7596 -0.8886
H -5.8585 -1.8787 -1.3980
H -5.9988 -1.0799 -3.1761
H -4.3243 -1.2174 -2.3110
H -6.3574 -0.3391 0.7280
H -5.2334 2.3427 1.5832
H -2.8275 3.0814 2.8162
H 2.2490 2.3210 1.7406
H 2.2902 0.8873 -0.5823
H -2.6489 0.1121 -1.8702
C 6.2694 -2.3799 0.1553
N 5.0575 -1.5877 0.1703
C 4.0654 -1.8079 -0.8615
C 4.8182 -0.6316 1.1342
O 3.8179 0.0710 1.2050
H 6.7944 -2.2055 -0.7882
H 6.0018 -3.4372 0.2368
H 6.9266 -2.1108 0.9868
H 3.9104 -0.8747 -1.4115
H 3.1216 -2.1006 -0.3913
H 4.3920 -2.5914 -1.5505
H 5.6356 -0.5457 1.8694


Entry 3:
Computed, not measured: a single C19H24O3Si molecule at a distorted geometry, with ωB97M-V/def2-TZVPD.

Energy above the lowest of the compared OMol25 structures with the same formula, charge and spin   0.0 kcal/mol
Kohn-Sham gap   9.472 eV
Total energy   -34110.1464 eV
Charge   0
E_HOMO   -0.323 hartree

Cartesian coordinates (Å):
C 5.0394 5.1889 -0.2467
Si 4.8322 3.9948 -1.6775
C 6.4306 3.0883 -1.8125
C 4.7801 4.9285 -3.2695
C 3.4722 2.7958 -1.4845
C 2.4484 2.1546 -1.4423
C 1.3642 1.2603 -1.2412
C 0.0551 1.5298 -1.5888
C -1.0049 0.7335 -1.1465
C -0.7530 -0.3690 -0.3451
C -1.8285 -1.3074 0.2356
O -2.4540 -0.6750 1.3915
C -3.5137 -1.4425 1.9508
C -3.5852 -2.8322 1.2502
C -4.7463 -3.7208 1.8348
C -4.4968 -5.0610 2.4913
C -4.7562 -3.8386 3.3443
C -3.7920 -2.5274 -0.2686
O -2.8307 -1.6055 -0.7642
C -2.1386 -3.4225 1.3056
O -1.2105 -2.5255 0.6531
C 0.5378 -0.6282 0.0416
C 1.5845 0.1706 -0.4155
H 4.5547 4.7887 0.6362
H 4.5436 6.1175 -0.4983
H 6.0696 5.4081 0.0146
H 7.2642 3.7917 -1.8040
H 6.4424 2.6247 -2.7889
H 6.5672 2.3245 -1.0495
H 5.4894 5.7472 -3.3371
H 3.7841 5.3759 -3.2810
H 4.9209 4.2724 -4.1177
H -0.2061 2.2920 -2.2764
H -2.0239 0.9026 -1.4261
H -3.4025 -1.5152 3.0217
H -4.4352 -0.8705 1.7191
H -5.6810 -3.6082 1.2677
H -5.2576 -5.8413 2.4749
H -3.4655 -5.4321 2.5985
H -3.9092 -3.5013 3.9396
H -5.6781 -3.6528 3.9070
H -3.6810 -3.4695 -0.8560
H -4.7806 -2.1437 -0.5137
H -2.0876 -4.3448 0.7573
H -1.8222 -3.5122 2.3728
H 0.7402 -1.5306 0.6174
H 2.6205 -0.1124 -0.1741


Entry 4:
Computed, not measured: a molecular structure, C28H36N4O2P2Tc at a distorted geometry, with ωB97M-V/def2-TZVPD.

Energy above the lowest of the compared OMol25 structures with the same formula, charge and spin   145.9 kcal/mol
Kohn-Sham gap (alpha / beta)   5.150 / 3.023 eV
Total energy   -60425.0999 eV
Charge   +2
E_HOMO (alpha / beta)   -0.457 / -0.456 hartree
Spin multiplicity   4
Expectation value of S²   4.1094

Cartesian coordinates (Å):
Tc 0.4311 -1.7815 -4.1596
C -0.7493 2.4360 -1.2931
C -1.8174 1.9658 -1.9733
C -1.8638 1.7009 -3.4686
C -0.5858 0.9961 -4.0537
C 0.8264 1.0805 -3.5968
C 1.5269 1.8638 -2.7551
C 1.2704 3.2722 -2.8649
C 0.3638 3.4444 -1.6412
C 2.2745 -2.2201 -3.2144
H -1.0667 2.6870 -0.2590
H -2.7184 1.6050 -1.4443
H -2.0024 2.6675 -3.9876
H -2.7901 1.1259 -3.7484
H -0.9562 -0.0668 -4.1278
H -0.5932 1.4018 -5.0769
H 1.4111 0.1784 -3.9225
H 2.1825 1.5334 -1.9503
H 0.8426 3.5278 -3.8403
H 2.2205 3.8262 -2.7674
H 1.0527 3.3105 -0.7945
H -0.0212 4.4726 -1.6048
H 2.2642 -2.7202 -2.2226
H 2.6520 -1.2120 -2.9701
H 3.0759 -2.7177 -3.7803
P 1.4350 -1.2800 -6.0146
P -2.2585 -0.0312 -6.4105
N 2.8529 -0.0906 -6.5829
N 2.0779 -2.4426 -7.2883
N -2.3107 1.3882 -7.4532
N -3.7603 -0.6303 -7.2801
C 0.3800 -0.4474 -7.1612
C -1.0308 -1.0081 -7.3530
C 3.9720 0.0776 -5.8096
C 4.9137 0.8487 -6.4940
C 4.3469 1.1792 -7.7446
C 3.0824 0.5918 -7.7659
C 2.4470 -3.7320 -6.9550
C 2.9203 -4.3893 -8.1057
C 2.8626 -3.4468 -9.1848
C 2.3501 -2.2605 -8.6472
C -3.0799 2.5293 -7.1061
C -2.7347 3.5518 -7.9697
C -1.8511 3.0038 -8.9806
C -1.6156 1.6795 -8.6348
C -4.6834 -0.0849 -8.1945
C -5.5420 -1.1024 -8.6191
C -5.1214 -2.3157 -7.9820
C -4.0095 -2.0011 -7.1918
H 0.8471 -0.5942 -8.1257
H 0.3863 0.6162 -6.9253
H -1.2697 -1.0299 -8.4380
H -1.1061 -2.0603 -7.0256
H 4.0115 -0.4187 -4.8574
H 5.8798 1.1321 -6.0961
H 4.7750 1.7863 -8.5353
H 2.4045 0.5967 -8.6023
H 2.3529 -4.0286 -5.9266
H 3.2373 -5.4181 -8.1374
H 3.1512 -3.6197 -10.2154
H 2.2274 -1.3460 -9.1970
H -3.8191 2.4786 -6.3096
H -3.0494 4.6085 -7.8608
H -1.4632 3.5172 -9.8643
H -1.0074 0.9219 -9.1291
H -4.7166 0.9610 -8.4185
H -6.3458 -1.0080 -9.3288
H -5.5380 -3.2875 -8.0871
H -3.4168 -2.5881 -6.5345
O -0.4346 -2.8926 -2.5829
C -0.2311 -2.0310 -1.6568
O 0.3236 -0.8978 -1.9665
H -0.5385 -2.2195 -0.6451


Entry 5:
Computed, not measured: a single C8H12O4S2 molecule at a distorted geometry, with ωB97M-V/def2-TZVPD.

Energy above the lowest of the compared OMol25 structures with the same formula, charge and spin   26.4 kcal/mol
Kohn-Sham gap   9.606 eV
Total energy   -38346.7812 eV
Charge   0
E_HOMO   -0.357 hartree

Cartesian coordinates (Å):
C -0.6925 1.4965 -2.2671
C -1.0179 0.9485 -0.8757
C -2.0600 1.5050 0.0302
C -0.3276 -0.1138 -0.4968
C -0.1619 -0.8516 0.7412
S 0.1583 0.0147 2.3175
C 1.7568 0.8388 2.0595
O -0.8241 0.9513 2.6685
O 0.4877 -1.0484 3.2491
C 0.2347 -2.1266 0.6524
C 0.3038 -2.7241 -0.6869
S 0.8733 -1.0912 -1.5024
O 0.6437 -1.1946 -2.9577
O 2.1931 -0.7312 -1.1348
H -0.2032 2.3948 -2.0319
H -0.3146 0.8105 -2.9696
H -1.6995 1.8413 -2.8717
H -1.9955 2.5372 -0.1741
H -2.9396 1.0272 -0.0671
H -1.8927 1.3181 1.0241
H 1.6366 1.9470 2.0980
H 2.5004 0.3836 2.7006
H 2.2876 0.5824 1.1798
H 0.4991 -2.5801 1.6165
H 1.0926 -3.3349 -0.9410
H -0.5386 -2.8007 -1.3607


Entry 6:
Computed, not measured: a molecular structure, C12H32CaClO16S4 at a distorted geometry, with ωB97M-V/def2-TZVPD.

Kohn-Sham gap (alpha / beta)   5.309 / 10.116 eV
Total energy   -120013.7157 eV
Charge   0
E_HOMO (alpha / beta)   -0.187 / -0.374 hartree
Spin multiplicity   2
Expectation value of S²   0.7502

Cartesian coordinates (Å):
Ca 2.1979 3.5982 1.4476
Cl -0.8328 1.1519 0.6673
O 0.1027 0.1593 0.3202
O -1.6216 1.5217 -0.4727
O -1.7594 0.6729 1.6558
O -0.1048 2.2450 1.3340
O 2.0949 -2.7552 -2.6769
S 1.6027 -4.0950 -2.4311
O 2.5216 -5.0518 -1.8054
O 0.2059 -3.9941 -1.5780
C -0.7056 -2.9245 -1.8186
C -1.6186 -2.8116 -0.6148
C 0.8298 -4.9108 -3.9547
H -1.3117 -3.2288 -2.6719
H -0.1245 -2.0384 -2.0740
H -2.1914 -3.7374 -0.5613
H -2.3269 -1.9895 -0.7179
H -1.0369 -2.5617 0.2724
H 1.6386 -5.3863 -4.5095
H 0.2580 -4.1171 -4.4355
H 0.0921 -5.6123 -3.5650
O 2.7094 2.5859 -0.4864
S 3.4592 1.7162 -1.4109
O 3.8872 2.1658 -2.7406
O 4.8300 1.2685 -0.5915
C 5.9784 0.7957 -1.2939
C 6.7016 -0.3094 -0.5699
C 2.7335 0.0217 -1.6104
H 6.6310 1.6604 -1.4138
H 5.5843 0.5543 -2.2811
H 6.1238 -0.8108 0.2066
H 7.6374 0.0374 -0.1316
H 6.8423 -1.1349 -1.2675
H 1.7068 0.0379 -1.9761
H 2.6208 -0.4018 -0.6124
H 3.3563 -0.5494 -2.2990
O -5.4895 -3.3352 3.9248
S -4.5012 -2.3837 3.3978
O -4.1221 -1.2770 4.2741
O -3.1033 -3.2123 2.9715
C -1.8642 -2.8238 3.4305
C -0.8601 -3.8795 3.0743
C -4.9473 -1.7698 1.7149
H -1.9471 -2.8678 4.5164
H -1.7199 -1.7917 3.1109
H 0.1432 -3.6834 3.4522
H -0.7762 -4.0917 2.0084
H -1.2614 -4.8671 3.3015
H -6.0016 -1.5033 1.6406
H -4.7616 -2.5262 0.9525
H -4.3422 -0.8739 1.5755
O 0.1511 7.1769 -1.2395
S -0.1964 5.9248 -0.5086
O 0.8136 4.9292 -0.0928
O -1.0764 6.4302 0.7837
C -1.4952 5.4812 1.7873
C -2.8175 4.7504 1.3025
C -1.4524 5.0613 -1.6081
H -1.8626 5.8995 2.7244
H -0.7926 4.7175 2.1207
H -2.5788 3.9168 0.6421
H -3.3421 5.4795 0.6850
H -3.4993 4.5627 2.1320
H -1.4651 4.0003 -1.3589
H -1.2031 5.1332 -2.6668
H -2.3407 5.6506 -1.3809


Question: What is the total energy in the sixth record?
Answer: -120013.7157 eV


Question: Look up the charge of the third one.
Answer: 0